1.
DFT (ωB97M-V/def2-TZVPD) results for a cluster of 3 separate species, C18H38F4N3O6P in total.

Structure (XYZ):
```
70
Properties=species:S:1:pos:R:3:forces:R:3:mulliken_charge:R:1
C 6.4470 -0.4080 0.8130 -1.37 -1.33 -0.22 -0.94
C 4.8495 0.0522 0.6234 1.00 4.96 3.33 0.55
O 4.5364 1.2796 1.0398 1.03 -7.51 -3.21 -0.49
N 3.9336 -0.9914 0.0490 0.01 0.58 2.46 0.26
P 2.5155 -0.3638 -0.7895 -0.37 -0.53 -2.63 -0.33
C 0.8550 -0.7459 0.0760 -1.72 0.72 0.90 0.70
F 0.5886 -2.1911 0.3145 1.43 4.30 -0.46 -0.25
F -0.2115 -0.3176 -0.9081 3.12 -0.98 2.54 -0.33
C 0.5622 0.2032 1.4176 -2.77 -0.64 1.41 0.50
F 1.3802 -0.1660 2.5939 -1.83 1.46 -3.89 -0.24
F 0.5851 1.6671 1.1003 0.82 -4.72 1.18 -0.22
C 3.6792 -2.1610 0.9548 0.50 0.24 6.75 0.39
C 3.3685 -3.7171 0.4856 0.29 0.65 0.31 -0.89
O 3.7607 -1.9442 2.2911 -0.17 -1.28 -8.34 -0.51
H 6.4520 -1.0666 1.8076 0.09 1.63 -2.08 0.27
H 7.1576 0.5187 0.8818 -1.68 -1.86 -0.13 0.32
H 6.7314 -1.1577 -0.0708 -0.52 1.84 1.88 0.29
H 2.6176 1.1013 -0.7130 -0.13 -1.27 0.83 0.08
H -0.5741 -0.0322 1.6990 2.66 0.68 -0.28 0.02
H 3.1177 -3.8275 -0.6569 0.56 0.29 2.37 0.26
H 2.4907 -4.1013 1.1708 1.78 0.96 -1.52 0.24
H 4.3379 -4.3416 0.7906 -2.08 1.51 -0.83 0.34
C -0.4391 5.3741 -4.9266 0.30 0.21 0.06 -0.72
O -0.0547 6.2705 -3.8933 -0.46 -0.32 -0.06 -0.34
C -0.9745 6.2801 -2.7940 0.48 0.22 0.44 -0.77
C -0.3028 5.7046 -1.5390 -0.24 -0.35 -0.60 -0.23
N -0.0806 4.2605 -1.6717 0.06 0.34 0.10 -0.28
C 0.7591 3.7001 -0.6070 0.21 0.01 -0.64 -0.23
C 2.2291 4.1619 -0.5579 -0.14 -0.50 0.35 -0.76
O 3.0026 3.7371 -1.6817 -0.23 0.43 0.20 -0.38
C 2.9606 4.6219 -2.7930 0.24 -0.38 -0.05 -0.62
H 0.2505 5.5050 -5.7653 -0.05 0.06 0.17 0.24
H -0.3707 4.3377 -4.5844 -0.18 -0.09 -0.08 0.30
H -1.4537 5.5899 -5.2741 -0.01 -0.10 0.00 0.34
H -1.9085 5.7524 -3.0292 0.26 -0.08 -0.02 0.40
H -1.2271 7.3289 -2.6047 -0.01 -0.07 0.01 0.39
H -0.9450 5.8917 -0.6697 0.08 -0.06 -0.07 0.35
H 0.6422 6.2348 -1.3909 -0.02 0.29 0.04 0.20
H 0.3707 4.0763 -2.5651 -0.14 0.07 0.22 0.06
H 0.7529 2.6127 -0.7472 0.05 0.40 -0.05 0.03
H 0.2861 3.8930 0.3631 0.07 0.07 -0.15 0.37
H 2.6878 3.6830 0.3152 -0.01 -0.02 -0.11 0.40
H 2.3283 5.2402 -0.3937 -0.03 0.04 -0.22 0.45
H 2.8412 5.6669 -2.4929 -0.11 -0.08 0.02 0.30
H 2.1634 4.3276 -3.4766 -0.11 0.24 -0.11 0.21
H 3.9043 4.5260 -3.3363 -0.03 -0.02 0.12 0.28
C -5.1482 -5.3650 3.7173 0.34 -0.10 0.01 -0.73
O -4.2679 -5.8349 2.7056 -0.53 0.16 -0.05 -0.34
C -4.8529 -5.7977 1.3975 0.61 0.03 -0.29 -0.81
C -4.1259 -4.7657 0.5236 -0.46 0.10 0.53 -0.14
N -4.4130 -3.3977 0.9691 0.16 -0.22 -0.14 -0.32
C -3.5714 -2.3854 0.3213 0.06 0.01 0.53 -1.21
C -2.0624 -2.4242 0.6345 -0.50 0.59 -0.33 0.30
O -1.7499 -2.1186 1.9949 -0.02 -0.41 -0.37 -0.40
C -1.7663 -3.2395 2.8682 0.13 0.39 0.26 -0.66
H -4.6691 -5.5252 4.6873 0.01 -0.03 -0.19 0.24
H -5.3357 -4.2940 3.5996 -0.21 0.01 0.04 0.31
H -6.0926 -5.9167 3.7009 -0.04 0.09 0.01 0.34
H -5.9339 -5.6074 1.4312 0.21 0.14 0.11 0.40
H -4.7064 -6.7909 0.9595 -0.02 0.07 0.00 0.39
H -4.4530 -4.8816 -0.5170 0.03 0.05 0.10 0.38
H -3.0542 -4.9780 0.5745 0.09 -0.26 -0.09 0.17
H -4.2659 -3.3399 1.9745 -0.06 -0.04 -0.27 0.09
H -3.9563 -1.4103 0.6426 0.14 -0.05 -0.08 0.42
H -3.7176 -2.4372 -0.7640 0.07 -0.09 0.08 0.41
H -1.5895 -1.6353 0.0377 -0.39 -0.29 0.18 0.05
H -1.5892 -3.3607 0.3202 -0.09 -0.05 0.18 0.28
H -1.4728 -4.1662 2.3669 -0.12 0.06 -0.05 0.31
H -2.7521 -3.3468 3.3221 -0.04 -0.27 0.02 0.18
H -1.0569 -3.0470 3.6774 0.00 0.04 -0.12 0.33
```
Positions in Å, forces in eV/Å.

Electronic energy (eV): -56187.22460
SMILES: CC(=O)N(PC(F)(F)C(F)F)C(C)=O.COCCNCCOC.COCCNCCOC

2.
DFT (ωB97M-V/def2-TZVPD) results for a structure of composition CH4N4.

Structure (XYZ):
```
9
Properties=species:S:1:pos:R:3:forces:R:3:mulliken_charge:R:1
C -0.4093 0.4934 0.0332 4.26 -3.75 -1.53 0.48
N 0.5689 1.3186 0.0891 -1.86 0.66 -0.13 -0.42
N 0.8236 -0.8340 -0.1970 -2.11 6.63 -3.38 -0.51
N 1.5666 0.4192 0.1380 3.39 -1.52 -0.70 -0.09
N -1.6575 0.1022 0.0447 -2.34 -0.29 1.40 -0.42
H 0.8237 -1.4780 0.4901 0.64 -2.42 3.54 0.22
H 2.4178 0.6148 -0.5235 -2.40 -0.37 1.36 0.24
H -1.7618 -0.7494 0.5872 -0.09 0.38 0.11 0.25
H -2.3721 0.1132 -0.6618 0.53 0.68 -0.66 0.23
```
Positions in Å, forces in eV/Å.

Energy above the lowest of the compared OMol25 structures with the same formula, charge and spin (kcal/mol): 129.6

3.
DFT (ωB97M-V/def2-TZVPD) results for a structure of composition C24H33BrN5OsSi2.

Structure (XYZ):
```
66
Properties=species:S:1:pos:R:3:forces:R:3:lowdin_spin:R:1
Os 0.5404 -0.0039 0.1389 -0.68 0.55 -0.15 2.88
Br 1.6885 0.3952 -2.7886 -0.14 0.00 0.15 0.10
C 2.2549 2.1400 -2.2674 1.62 0.71 0.20 0.00
C 3.1831 2.7301 -3.1210 -1.54 -0.23 -0.04 0.01
C 3.6565 4.0616 -2.9055 -0.18 -0.86 -0.51 -0.01
C 3.3739 4.6586 -1.7105 -0.84 -0.12 0.53 0.01
C 2.5413 3.9895 -0.7414 0.08 -0.18 -1.50 0.00
C 2.3164 4.6959 0.4435 -0.41 -0.97 0.25 0.04
C 1.6679 4.0878 1.4489 -1.15 -1.28 1.30 0.00
C 1.1826 2.7507 1.2877 0.24 -0.41 -0.77 0.08
C 1.3082 1.9793 0.1065 -0.32 1.90 0.42 0.11
C 1.9195 2.7069 -0.9865 1.52 -0.39 0.08 0.03
H 3.4062 2.1900 -4.0569 0.03 0.52 0.56 0.00
H 4.1379 4.4719 -3.7994 0.26 0.36 0.88 0.00
H 3.6548 5.6526 -1.3333 0.27 -0.37 -0.96 0.00
H 2.6306 5.6862 0.5873 0.70 1.18 -0.13 0.00
H 1.5082 4.5818 2.4207 0.03 -0.22 -0.62 0.00
H 0.6613 2.3105 2.1273 0.06 -0.04 0.20 0.01
C -1.0176 -1.6810 4.1457 1.08 -0.61 0.02 0.00
N 0.0620 -2.4884 3.5062 -0.74 0.22 1.28 0.02
C 0.0396 -3.8962 3.8710 2.77 -0.09 0.07 0.00
C 0.7880 -1.8968 2.5539 -0.82 0.96 0.41 0.04
N 0.6402 -0.6211 2.2989 0.66 0.41 -0.20 0.14
N 1.6541 -2.6403 1.7829 0.93 -1.04 0.51 0.02
C 2.6196 -2.1127 0.9120 -0.62 0.49 -0.05 0.04
N 3.8061 -2.7131 0.9132 2.59 -1.90 0.74 0.02
N 2.3596 -1.1708 0.0793 -1.01 -0.63 0.28 0.09
H -1.7868 -2.3375 4.4958 -0.54 -0.44 -0.23 0.00
H -1.3721 -0.9621 3.4421 -0.65 0.29 -0.41 0.00
H -0.6817 -1.1676 5.0341 0.49 0.30 0.23 0.00
H -0.3612 -4.4521 3.0602 -1.19 -0.83 -0.16 0.00
H -0.2687 -4.0632 4.8928 -1.20 0.15 -0.16 0.00
H 1.0511 -4.3327 4.0167 0.09 0.58 -0.51 0.00
H 0.2437 -0.0709 3.0599 0.04 -0.38 -0.47 0.01
H 1.8930 -3.5832 2.1292 -0.35 0.86 -0.34 0.00
H 4.3166 -3.0528 1.7577 -1.21 0.40 -1.00 0.00
H 4.4108 -2.6876 0.0885 -0.56 0.30 0.50 0.00
H 3.1002 -1.0405 -0.5732 0.64 0.63 -0.43 0.00
C -2.2159 1.7898 0.7827 -0.49 1.61 -0.47 0.06
Si -1.3707 1.2648 -0.8554 -0.38 0.41 -0.09 0.08
C -0.9371 2.8036 -1.8875 -0.65 0.16 -0.52 0.00
C -2.6833 0.2277 -1.7557 -0.31 0.92 -0.89 0.00
C -3.7561 0.7428 -2.5232 0.32 -0.51 0.23 0.00
C -4.7047 -0.1302 -3.0869 1.09 0.44 1.06 0.00
C -4.5514 -1.5084 -2.9017 1.32 2.12 0.34 0.00
C -3.4135 -1.9982 -2.2609 -2.29 -2.42 -0.99 0.00
C -2.5347 -1.1453 -1.6688 1.17 0.23 0.68 0.00
Si -1.0716 -1.7721 -0.7297 -0.15 -0.35 -0.47 0.13
C -0.2437 -3.0055 -1.9160 0.02 0.73 1.99 0.03
C -1.7794 -2.8088 0.6786 0.24 -0.43 -0.47 0.04
H -2.4462 2.9090 0.8156 0.52 -1.35 -0.06 0.01
H -1.6579 1.5344 1.6594 0.59 0.07 0.67 0.01
H -3.1723 1.3031 0.9213 -0.31 -0.30 -0.27 0.00
H -1.8163 3.1241 -2.4887 0.27 -0.33 0.39 0.00
H -0.1244 2.7031 -2.6183 -0.29 -0.18 0.29 0.00
H -0.6976 3.6573 -1.2534 0.10 -0.06 0.15 0.00
H -3.8285 1.8190 -2.6618 -0.21 -0.14 -0.04 0.00
H -5.5460 0.3042 -3.5922 -0.30 -0.12 -0.27 0.00
H -5.3071 -2.1063 -3.2711 -1.22 -1.54 -0.75 0.00
H -3.3845 -3.1425 -2.2676 0.52 1.67 0.41 0.00
H -0.9892 -3.6724 -2.3001 -0.22 -0.51 -0.24 0.00
H 0.4961 -3.4879 -1.2758 0.18 -0.47 -0.44 0.00
H 0.2188 -2.4334 -2.6759 0.60 0.30 -1.03 0.00
H -2.6343 -3.4014 0.2533 0.64 0.59 0.78 0.01
H -1.9911 -2.2114 1.5532 -0.78 0.16 0.12 0.00
H -0.9856 -3.4732 1.0096 0.04 -0.52 -0.07 0.00
```
Positions in Å, forces in eV/Å.

Net charge: +1
<S²>: 6.020
Multiplicity: 5
Electronic energy (eV): -121131.87626

4.
DFT (ωB97M-V/def2-TZVPD) results for the molecule C10H8N2.

Structure (XYZ):
```
20
Properties=species:S:1:pos:R:3:forces:R:3:mulliken_charge:R:1
C -0.4549 -2.8321 -1.1571 0.63 -0.47 -0.41 -0.68
C -0.2316 -2.3760 0.0719 1.47 0.01 -0.35 -0.12
N 1.0514 -2.4663 0.6720 -2.66 -0.15 -0.23 -0.53
C 1.9231 -1.6411 1.0770 -0.30 -3.46 0.38 0.13
C 2.1711 -0.2951 0.8449 -2.26 2.17 -1.11 -0.94
C 1.1691 0.4453 0.3099 0.97 -0.38 0.28 0.68
C 0.6156 1.7270 -0.0582 -0.88 -1.27 0.68 -0.40
C 0.0069 2.9694 -0.0166 -1.01 -0.56 0.58 -0.78
C -1.3726 2.8348 -0.1745 0.51 0.98 -1.30 -0.19
C -1.9807 1.6611 -0.5347 0.85 -1.48 1.17 -0.33
N -1.4643 0.4222 -0.3866 0.18 0.26 -0.17 -0.42
C -0.1773 0.5589 -0.1098 0.80 1.88 -0.63 0.65
H 0.3906 -3.1392 -1.8257 -0.96 0.23 0.78 0.23
H -1.4671 -3.0375 -1.4577 -0.15 0.30 -0.37 0.28
H -1.0468 -2.0576 0.7261 0.29 -0.17 -0.06 0.36
H 2.4883 -2.3039 1.6996 1.94 0.89 0.66 0.45
H 3.0458 0.1799 1.1463 1.42 0.58 0.44 0.42
H 0.3639 3.9417 0.2473 0.85 0.25 -0.11 0.40
H -2.0547 3.6563 -0.2632 0.17 0.77 0.30 0.33
H -2.9758 1.7522 -0.8109 -1.87 -0.35 -0.54 0.46
```
Positions in Å, forces in eV/Å.

Energy above the lowest of the compared OMol25 structures with the same formula, charge and spin (kcal/mol): 138.2
SMILES: C=C/N=C\C=C1\c2cccnc21

Number 1: maximum force 8.44 eV/Å. Number 2: maximum force 7.74 eV/Å. Number 3: maximum force 3.47 eV/Å. Number 4: maximum force 3.50 eV/Å.